1.
# H4N2O2P

A gas-phase ion, H4N2O2P (charge -1) at a distorted geometry (wB97M-V/def2-TZVPD, the OMol25 dataset).

Summary:
Total charge ... -1
SMILES string ... NN[P@H](=O)[O-]

Positions of all 9 atoms, in Å:
1 N 0.27 1.40 -0.73
2 N -0.54 0.25 -0.61
3 P -0.04 -0.98 0.46
4 O 1.46 -0.99 0.37
5 O -0.73 -2.26 0.10
6 H 0.52 1.73 0.26
7 H 1.16 1.05 -1.19
8 H -1.44 0.43 -0.36
9 H -0.66 -0.63 1.70

=====

2.
# H4N2O2S

2 unconnected molecules or ions with the total composition H4N2O2S at a distorted geometry (wB97M-V/def2-TZVPD, the OMol25 dataset).

Positions of all 9 atoms, in Å:
1 N -0.31 -0.65 -0.31
2 N -1.75 -0.08 0.88
3 O 1.09 1.55 -0.39
4 O 2.10 -0.67 0.01
5 S 0.78 0.11 0.47
6 H -2.58 -0.75 0.84
7 H -1.87 0.64 0.19
8 H 0.71 1.29 -1.24
9 H 1.84 -1.44 -0.47

=====

3.
# H4N2O2S

2 unconnected molecules or ions with the total composition H4N2O2S at a distorted geometry (wB97M-V/def2-TZVPD, the OMol25 dataset).

Summary:
SMILES string ... [H]/N=N\SO.O

Positions of all 9 atoms, in Å:
1 H -0.58 1.53 0.93
2 N -0.13 1.52 -0.07
3 N -0.73 0.72 -0.76
4 S -1.67 -0.47 -0.75
5 O -2.13 -0.92 0.83
6 H -2.44 -1.75 0.83
7 O 2.50 -0.10 0.08
8 H 2.85 -0.97 -0.12
9 H 2.39 0.40 -0.71

=====

4.
# H4N2O2S

2 unconnected molecules or ions with the total composition H4N2O2S at a distorted geometry (wB97M-V/def2-TZVPD, the OMol25 dataset).

Summary:
SMILES string ... N=S(=O)=O.N

Positions of all 9 atoms, in Å:
1 N -3.09 -1.46 0.05
2 S -3.37 0.02 -0.05
3 O -2.34 1.03 0.04
4 O -4.80 0.26 -0.03
5 H -2.15 -1.68 0.25
6 N 0.92 0.24 -0.22
7 H 0.76 -0.11 0.69
8 H -0.01 0.51 -0.58
9 H 1.27 1.16 0.03

=====

Calculated total energy / eV: -16431.0706; -17970.8983; -17972.2008; -17973.2585
ΔE to the lowest compared entry with this formula, charge and spin / kcal per mole: 56.4; 97.9; 67.9; 43.5